This record from the Open Molecules 2025 dataset describes the molecule C5H8N2. The level of theory is wB97M-V/def2-TZVPD.

Atoms and positions in Å:
C1 -1.0824 -2.5308 0.3681
C2 -1.0918 -1.2362 0.2238
C3 -1.0688 0.0677 0.0532
N1 -2.2162 0.9029 0.1080
C4 0.2266 0.7740 -0.1024
N2 1.3339 0.1654 -0.0384
C5 2.5471 0.9384 -0.1456
H1 -0.9576 -3.0109 1.3368
H2 -1.1826 -3.1818 -0.4977
H3 -3.0665 0.3517 0.1252
H4 -2.2562 1.5282 -0.6906
H5 0.1531 1.8658 -0.2491
H6 3.1864 0.4987 -0.9185
H7 2.3824 2.0037 -0.3751
H8 3.0926 0.8633 0.8021

Its SMILES is C=C=C(N)/C=N/C. As for the relative energy (zero: lowest compared OMol25 entry of this formula, charge and spin): 236.2 kJ/mol. The maximum force is 0.47 eV/Å. The gap between HOMO and LUMO is 9.331 eV. The value obtained for the HOMO energy is -8.3 eV. The multiplicity is 1. Its total energy is -8292.54855 eV.